Below is C12H25N5O3 in the gas phase, with properties calculated with the ωB97M-V functional and the def2-TZVPD basis.

CARTESIAN COORDINATES (ANGSTROEM)
C -1.564 -2.459 -0.026
C -0.671 -1.532 -0.964
C -2.478 -1.631 0.866
C -3.632 -0.880 0.154
C -3.440 0.609 0.024
C -1.682 2.152 -0.951
C 1.366 -0.246 -1.034
C 2.562 -1.086 -1.552
C 1.873 0.979 -0.264
C 2.901 0.717 0.806
C 2.459 -0.209 1.902
C 3.411 2.042 1.379
H -0.366 -2.891 1.640
H -0.015 -3.884 0.338
H -2.130 -3.037 -0.745
H -2.916 -2.333 1.578
H -1.845 -0.954 1.453
H -4.613 -1.002 0.615
H -3.778 -1.277 -0.852
H -4.342 1.060 -0.416
H -3.305 1.093 0.985
H -2.214 0.485 -1.719
H -0.897 1.652 -2.582
H -1.460 3.991 -0.155
H -1.911 2.848 1.004
H 0.891 -1.668 0.319
H 0.803 0.098 -1.917
H 2.298 1.767 -0.937
H 0.988 1.368 0.260
H 3.720 0.223 0.305
H 2.334 -1.244 1.573
H 1.556 0.147 2.431
H 3.256 -0.275 2.666
H 2.611 2.618 1.837
H 4.166 1.835 2.181
H 3.949 2.699 0.693
H 2.657 0.099 -2.930
N -0.742 -3.358 0.818
N -2.272 0.893 -0.775
N -1.019 2.497 -1.997
N -1.934 3.129 0.059
N 0.427 -1.035 -0.298
O -1.039 -1.252 -2.063
O 2.796 -2.149 -1.085
O 3.239 -0.596 -2.623

Output
strongest force on any atom: 0.0666 hartree/bohr
2S+1: 1
lowest unoccupied orbital energy: 0.0219 hartree
E: -971.78711 Eh
relative energy (zero: lowest compared OMol25 entry of this formula, charge and spin): 67.0 kJ/mol
SMILES: [H]/N=C(/N)NCCC[C@H](N)C(=O)N[C@@H](CC(C)C)C(=O)O
HOMO-LUMO gap: 9.355 eV

=====

Below is 7 unconnected molecules or ions with the total composition C20H26F6N2O21P, with properties calculated with the ωB97M-V functional and the def2-TZVPD basis.

CARTESIAN COORDINATES (ANGSTROEM)
C -0.607 2.322 2.919
C -1.359 3.222 3.900
N -2.416 3.911 3.197
N -3.634 4.179 3.919
P -4.633 2.918 4.007
O -6.047 3.236 3.775
O -4.564 2.206 5.508
O -4.174 1.711 2.987
H -0.663 2.736 1.923
H -1.089 1.352 2.929
H 0.435 2.226 3.183
H -0.666 3.937 4.338
H -1.749 2.634 4.734
H -2.588 3.449 2.315
H -3.668 1.845 5.612
H -3.506 1.146 3.408
C 3.908 1.556 0.348
C 2.748 0.821 0.978
O 1.760 1.823 1.071
C 1.987 2.714 0.064
O 1.218 3.524 -0.314
O 3.233 2.530 -0.454
F 3.048 0.376 2.232
H 4.518 2.056 1.101
H 4.538 0.919 -0.267
H 2.368 -0.004 0.389
C -7.369 2.627 0.039
C -6.359 3.626 0.549
O -6.509 4.698 -0.391
C -7.780 4.662 -0.850
O -8.310 5.543 -1.448
O -8.369 3.486 -0.546
F -5.096 3.145 0.470
H -6.912 1.998 -0.727
H -7.795 2.010 0.824
H -6.539 3.988 1.563
C 0.244 -3.023 0.866
C -1.161 -2.697 0.413
O -1.034 -1.347 -0.009
C 0.246 -1.166 -0.411
O 0.636 -0.244 -1.047
O 1.031 -2.182 0.011
F -2.052 -2.771 1.425
H 0.404 -2.737 1.906
H 0.513 -4.067 0.730
H -1.521 -3.300 -0.422
C -2.046 2.053 -2.825
C -2.496 3.315 -2.123
O -3.903 3.156 -2.101
C -4.168 1.826 -2.096
O -5.210 1.348 -1.803
O -3.062 1.120 -2.443
F -2.179 4.427 -2.832
H -2.057 2.179 -3.909
H -1.065 1.709 -2.508
H -2.131 3.427 -1.101
C 3.613 -3.253 -3.474
C 4.043 -3.242 -2.029
O 2.937 -3.856 -1.379
C 2.352 -4.691 -2.276
O 1.565 -5.532 -1.996
O 2.794 -4.432 -3.527
F 4.195 -1.981 -1.549
H 3.009 -2.378 -3.716
H 4.447 -3.324 -4.165
H 4.940 -3.812 -1.823
C 7.616 -6.889 -1.652
C 8.751 -6.025 -1.148
O 8.681 -4.900 -2.012
C 7.392 -4.779 -2.422
O 6.930 -3.819 -2.939
O 6.696 -5.905 -2.143
F 9.954 -6.624 -1.290
H 7.938 -7.529 -2.473
H 7.156 -7.496 -0.878
H 8.642 -5.689 -0.116

Output
strongest force on any atom: 0.0306 hartree/bohr
2S+1: 1
total charge: -1
lowest unoccupied orbital energy: 0.0376 hartree
E: -3408.00113 Eh
relative energy (zero: lowest compared OMol25 entry of this formula, charge and spin): 3.7 kJ/mol
HOMO-LUMO gap: 4.331 eV

=====

Below is 2 unconnected molecules or ions with the total composition C2H7NS2, with properties calculated with the ωB97M-V functional and the def2-TZVPD basis.

CARTESIAN COORDINATES (ANGSTROEM)
S 1.928 -0.616 -2.273
S 1.975 -1.826 -0.599
H 2.832 -1.339 -2.946
H 0.800 -1.581 -0.021
C -1.748 0.105 0.358
C 0.076 1.242 1.284
N -0.403 0.123 0.982
H -1.911 -0.910 0.004
H -2.512 0.443 1.054
H -1.731 0.812 -0.471
H 1.144 1.345 1.455
H -0.449 2.202 1.173

Output
strongest force on any atom: 0.0251 hartree/bohr
2S+1: 1
lowest unoccupied orbital energy: 0.0202 hartree
E: -931.47167 Eh
relative energy (zero: lowest compared OMol25 entry of this formula, charge and spin): 136.3 kJ/mol
SMILES: C=NC.SS
HOMO-LUMO gap: 8.805 eV